Formula: C22H46BaBrP3
Source: the OMol25 dataset
Level of theory: ωB97M-V with the def2-TZVPD basis set

Results
frontier orbital gap	6.3	eV
molecular weight	620.8	g/mol
E	-4489.4730	a.u.
charge	0
HOMO	-6.31	eV

Element x y z (Å)
P (-1.7018, 1.9601, -2.3645)
H (-4.7702, 2.0931, 0.7617)
H (-3.6477, -3.6350, -2.1078)
C (-4.9797, -0.6843, 0.7794)
C (-1.6691, -2.7878, -3.9832)
H (-3.6928, 3.0831, -3.1903)
H (3.0743, 2.8897, -2.2031)
H (-1.9496, -3.3476, 1.7278)
H (-3.2566, 1.7209, -4.2503)
H (-2.2791, -4.4052, -1.2633)
H (0.5178, 1.6236, -3.4257)
C (3.3335, 0.1824, -3.8794)
H (2.9387, 1.0462, -4.4245)
C (2.6753, -1.0968, -4.3833)
C (-3.6126, -0.3416, 1.2907)
H (-5.0421, -0.7618, -0.3163)
H (4.3758, -2.5433, -0.2478)
C (-1.4628, -0.5513, 2.0505)
P (-1.6338, -2.2680, -2.2191)
H (-5.7220, 0.0602, 1.0757)
C (3.6535, -1.9559, -0.8169)
H (5.1115, 2.3429, -3.5749)
Ba (-0.0453, 0.1617, -0.4704)
C (3.7897, 2.1417, -1.8475)
C (-2.7415, -0.7608, -2.4138)
C (-2.8203, -2.7307, 1.9660)
H (5.5625, 3.3374, -2.1978)
C (-1.7474, 0.8233, 1.9250)
H (0.5893, -0.5729, 2.7782)
H (-0.0665, 1.6749, 2.9894)
H (-3.6751, -3.1634, 1.4425)
H (4.6316, -0.0918, -0.4126)
H (3.3156, -2.5763, -1.6496)
C (-2.7833, -3.4606, -1.4636)
H (2.8069, -1.7797, -0.1487)
C (5.1562, 2.3665, -2.4851)
H (3.0101, -1.9741, -3.8270)
H (5.8768, 1.6103, -2.1678)
H (-3.7720, 0.9789, -1.8129)
H (4.4075, 0.1536, -4.0782)
H (-3.2156, 2.8540, 0.4290)
H (3.8376, 2.2681, -0.7638)
H (-1.5196, 2.6726, 2.9941)
H (-2.3464, 3.2480, -4.3258)
C (-2.7566, 0.5941, -1.6834)
P (3.0264, 0.4873, -2.0793)
H (-2.7322, 0.5078, -0.5859)
H (-0.5648, -1.3342, 3.8551)
H (-1.0687, -2.0953, -4.5749)
H (-0.2592, 0.0851, -3.2727)
Br (2.3307, 0.9475, 1.3395)
H (-0.4953, 2.6104, 1.5836)
H (-3.0159, -2.8737, 3.0354)
C (-0.4567, 1.1390, -3.4853)
H (-1.2405, -3.7846, -4.0868)
H (2.9058, -1.2769, -5.4348)
C (-0.9181, 1.9883, 2.3880)
H (1.5875, -1.0567, -4.2853)
H (5.0886, -0.8027, -1.9636)
H (-3.1079, -3.0350, -0.5165)
C (-2.6109, -1.2788, 1.6443)
C (-3.0850, 0.9458, 1.4609)
C (4.2514, -0.6337, -1.2806)
C (-0.3180, -1.1762, 2.7981)
C (-2.8665, 2.5550, -3.6644)
H (-2.6903, -2.8013, -4.3697)
H (-2.7152, -0.5528, -3.4899)
H (-0.8396, 1.1733, -4.5049)
C (-3.7653, 2.2479, 1.1605)
H (-0.0509, -2.1650, 2.4084)
H (-3.8671, 2.8738, 2.0528)
H (-3.7330, -1.2073, -2.2682)
H (-5.3233, -1.6426, 1.1743)

Atomic partial charges in e from the Mulliken method, atoms 1 to 6:
1. P 0.6311
2. H 0.3464
3. H 0.3987
4. C -1.7184
5. C -1.4321
6. H 0.3700

***

Formula: C22H46BrIN2O7P3S
Source: the OMol25 dataset
Level of theory: ωB97M-V with the def2-TZVPD basis set

Results
frontier orbital gap	6.9	eV
molecular weight	782.4	g/mol
E	-5795.8395	a.u.
charge	+1
HOMO	-12.01	eV

Element x y z (Å)
C (-3.9512, 0.8085, -0.7747)
H (0.4258, -1.5959, 2.3428)
H (-5.5565, -0.5725, -1.1977)
O (5.5800, -1.7352, 1.5854)
H (-1.6172, -1.3416, 1.3499)
H (-4.2176, 1.7801, -0.3633)
C (-3.6843, -0.1298, 0.4207)
O (4.1099, 3.8019, -0.7437)
H (-6.1486, 2.3029, -6.3561)
H (1.8052, -2.0718, 5.9253)
H (-4.5823, -0.2626, -6.1886)
H (3.7387, 3.6139, 3.0552)
H (0.3370, -1.1869, 4.5633)
H (-2.3877, 1.4920, 1.0807)
H (-3.6495, -0.9459, -2.8553)
H (0.0896, 0.5210, 4.2065)
H (4.2766, 0.8205, -2.2281)
H (4.9964, -3.1488, -0.5194)
O (4.5131, -3.9522, 2.2511)
H (1.6374, 0.4214, -0.3624)
H (-3.0044, 0.8680, -1.3119)
H (1.8837, -3.5337, -0.4839)
C (1.7971, -0.3182, 3.2240)
C (-5.0402, 0.2391, -1.7070)
H (-6.1700, -0.3011, -6.9491)
H (0.0346, -2.4192, -1.7494)
C (-5.3331, 1.6778, -6.7085)
H (1.3356, 0.0785, 5.3265)
P (3.4380, -2.4939, 4.5905)
H (3.7294, 0.6462, 2.7559)
H (4.3281, 2.5034, 1.8384)
H (-0.1605, 1.2087, 1.9846)
H (-5.7596, 1.0321, -1.9117)
C (2.2550, 2.1687, 2.4268)
C (3.8986, 1.3029, -1.3311)
P (4.4425, -2.6248, 1.4153)
H (-0.1757, 0.2932, 0.4234)
H (2.9442, 1.7495, -1.6002)
Br (2.1195, -4.2748, 4.3065)
P (0.9830, -2.6568, 0.1461)
C (-0.1965, 0.2346, 1.5086)
H (4.0457, 0.6814, 0.7581)
H (3.2032, 3.8277, 1.3969)
H (-4.0551, 0.6346, -3.5378)
H (-4.6267, -0.4089, 0.8848)
O (4.1363, -3.0457, -0.0810)
H (-4.3967, 2.0645, -6.3104)
C (2.3797, -0.3645, -0.2528)
C (-5.5517, 0.2324, -6.2314)
C (-6.1969, 0.1882, -4.8323)
H (4.0728, -4.6867, 1.8014)
H (4.6484, 4.4689, -0.2889)
I (0.9215, 3.3299, 3.6599)
H (-7.2705, 0.0361, -4.9200)
H (0.4078, -3.3504, 1.2296)
H (-1.6005, -0.5909, 2.9251)
H (2.3005, -0.9764, -1.1491)
H (-5.0880, -1.6551, -4.5130)
N (-0.1244, -2.0851, -0.8054)
C (3.7728, 0.2653, -0.2065)
C (-4.4640, -0.2434, -3.0358)
H (1.7855, 1.9527, 1.4732)
C (0.8420, -0.2322, 4.4127)
S (5.0872, 2.5713, -0.9862)
H (4.5094, -0.4982, -0.4333)
C (0.9296, -0.6906, 1.9858)
C (3.4614, 3.0861, 2.1462)
O (5.8705, 2.8254, -2.1503)
H (-3.3369, 0.6821, 2.3487)
H (-6.3139, -1.3178, -3.2702)
C (2.7290, -1.5295, 3.1424)
H (-6.0410, 1.1614, -4.3669)
H (-5.2528, 1.7157, -7.7922)
O (2.7277, -1.7933, 5.8483)
C (2.7473, 0.9121, 3.1488)
C (-2.7389, 0.5334, 1.4524)
C (-5.5613, -0.8760, -3.9193)
H (2.9299, 1.2035, 4.1839)
C (1.9551, -1.2294, 0.9515)
C (-1.5673, -0.3768, 1.8558)
N (2.9908, -1.7668, 1.8810)
O (5.8018, 2.2579, 0.2136)
H (-3.2221, -1.0266, 0.0078)

Atomic partial charges in e from the Mulliken method, atoms 1 to 6:
1. C -0.7766
2. H 1.1673
3. H 0.4280
4. O -0.6750
5. H 0.4079
6. H 0.3793

***

Formula: C22H46FN4O20S3
Source: the OMol25 dataset
Level of theory: ωB97M-V with the def2-TZVPD basis set

Results
frontier orbital gap	7.5	eV
molecular weight	801.8	g/mol
E	-3884.0799	a.u.
charge	-1
HOMO	-5.71	eV

Element x y z (Å)
H (-0.9265, -0.6500, 0.9307)
S (4.1640, 1.1007, 5.4460)
H (-4.0370, 0.7508, 0.9111)
H (-2.8257, 1.3311, -2.9662)
O (-0.0847, 0.5003, -3.1568)
C (4.4671, 0.1420, -1.3243)
H (0.8236, 7.2497, -2.7899)
C (-0.7111, -2.6395, 3.2760)
C (-3.6808, -0.0324, 2.9596)
O (-5.2498, -2.8514, 2.3128)
H (-0.2851, 6.1333, -0.9353)
O (1.2152, -0.4827, 0.9064)
C (0.5451, -3.2871, 2.8584)
H (4.7976, 2.4137, 0.1781)
H (-3.7558, 1.0053, 3.2844)
C (-0.1077, -3.9141, -0.9220)
H (1.1110, 1.4768, -1.8105)
H (4.0545, 1.1172, 2.1971)
H (-2.4728, 0.5103, -1.5285)
H (2.6668, -4.5911, -1.0627)
H (2.9515, -3.7335, 0.3803)
C (3.8120, 2.2133, -0.2421)
O (-1.6010, -3.5878, 3.6804)
C (1.2306, 0.7735, -2.6346)
H (-0.4226, 0.5279, -0.1067)
O (1.7953, 4.1616, -2.2928)
N (-4.5774, 0.5390, -2.0631)
H (4.4480, -1.5652, -2.6825)
C (1.3934, 6.3639, -3.0705)
H (-6.3510, -2.3698, -2.1124)
O (0.2061, -4.6629, 2.7783)
H (-3.7064, -0.9577, 0.8762)
O (3.9272, 1.9586, 4.0900)
H (3.1218, 2.5712, 0.5218)
H (2.4466, 1.7610, 2.8516)
H (-5.3491, 0.9770, -2.5455)
H (-0.3566, 0.8135, 1.5329)
H (2.1827, -0.4034, 4.0305)
H (-2.7726, -0.5115, 3.3254)
H (-6.6764, -0.8766, -2.9728)
H (-0.5608, -1.7600, 3.9020)
C (2.1657, -4.2730, -0.1485)
H (0.9648, -2.8220, 1.9665)
C (3.1609, -0.2182, 3.5868)
C (-6.2683, -1.2848, -2.0481)
O (-5.5662, -0.3659, 1.6620)
H (-3.4642, 2.0837, -1.4261)
N (3.6555, 0.7867, -0.4997)
C (-1.1048, -4.7936, 3.1891)
H (-6.7655, -1.1046, -1.0950)
H (2.9229, 0.3443, -3.8143)
C (3.3547, 1.1851, 3.0301)
H (1.0747, -2.4390, -0.4367)
N (1.0303, -3.4480, -0.4482)
O (-1.2378, 0.4425, -5.5703)
C (1.0734, 5.1605, -2.1063)
H (-1.4223, 3.7702, -0.6764)
H (1.4881, -0.1707, -2.1546)
H (-0.5624, -2.4378, -2.3726)
O (5.3623, 0.6450, -1.9533)
H (2.4271, 6.7082, -3.1010)
O (-0.5122, 2.6436, -4.4372)
C (4.2768, -1.3453, -1.6288)
S (-5.7616, -1.5358, 2.8071)
C (-3.2251, 1.1670, -1.9653)
S (-0.3403, 1.2008, -4.6430)
H (2.5623, 2.0371, -3.6091)
H (3.7916, 2.7184, -1.2078)
O (-1.6409, -5.8946, 3.1480)
H (1.0747, 6.1265, -4.0855)
F (1.4218, -3.1706, 3.8780)
H (3.2520, -1.6530, -1.4206)
H (0.2010, 3.1371, -0.6294)
H (-1.2091, -2.2535, 2.3865)
O (-0.3157, -5.1149, -0.9567)
N (0.0832, 5.2417, -1.2345)
O (4.0822, -0.3357, 4.6702)
H (5.0254, -1.9448, -1.1108)
O (5.4977, 1.2049, 6.0436)
C (-0.3890, 4.0368, -0.4543)
O (-4.6516, -0.7399, 3.7402)
C (-0.0920, 0.0410, 0.8108)
H (3.3765, -0.9600, 2.8178)
O (-7.0716, -1.3561, 3.4442)
O (-3.8794, -1.5553, -1.8062)
H (1.7323, -5.1372, 0.3549)
C (-1.0471, -2.8514, -1.4883)
C (-4.7821, -0.7895, -1.9570)
C (2.1108, 1.0710, -3.8349)
O (2.9847, 1.0895, 6.2775)
H (-1.4141, -2.1833, -0.7091)
C (-4.1118, -0.1623, 1.5016)
H (2.8868, 0.2542, -0.1180)
H (-0.3925, 4.1876, 0.6252)
O (1.2580, 0.9388, -4.9552)
H (-1.9198, -3.3963, -1.8481)

Atomic partial charges in e from the Mulliken method, atoms 1 to 6:
1. H -0.8203
2. S 1.0928
3. H 0.2575
4. H 0.3671
5. O -0.2342
6. C 0.6633